This record from the Open Molecules 2025 dataset describes a cluster of 2 separate species, C5H6O4 in total in a non-equilibrium geometry. The level of theory is the ωB97M-V functional and the def2-TZVPD basis.

Geometry as ORCA input:
```
! wB97M-V def2-TZVPD RIJCOSX def2/J DEFGRID3
* xyz 0 1
O -0.53 -1.01 -1.35
O 1.86 -2.05 0.42
O -0.67 -1.01 2.53
O 1.81 1.30 -0.03
C 1.25 0.45 -0.62
C 1.02 -1.34 0.86
C -0.11 -0.13 -0.47
C 0.41 -0.88 2.03
C -1.22 0.61 0.19
H 1.78 -0.10 -1.36
H -1.09 1.69 0.40
H -2.02 0.49 -0.53
H 0.25 -1.54 -1.73
H -1.65 0.18 1.09
H 1.12 -0.02 2.17
*
```

For the orbital gap, the calculation gives 0.3023 hartree. The HOMO energy comes out at -0.3191 Ha.